One molecule with the formula C11H14N2O3S. Source: the OMol25 dataset; level of theory: the ωB97M-V functional and the def2-TZVPD basis.

- LUMO level (Ha) = 0.02143
- energy relative to the best compared isomer or geometry (same formula, charge and spin) (eV) = 0.2044
- DFT total energy (eV) = -31592.6803

Each line ends with the natural charge from an NBO analysis.
Atoms and positions in Å:
O1 -1.812 -2.208 0.973  -0.596
C1 -0.887 -2.092 0.213  0.806
O2 -0.951 -2.500 -1.061  -0.702
C2 0.464 -1.552 0.594  -0.544
C3 1.209 -0.774 -0.521  -0.128
C4 2.701 -0.860 -0.182  0.676
O3 3.264 -1.933 -0.108  -0.628
N1 3.351 0.291 0.071  -0.608
C5 2.796 1.620 -0.001  -0.210
C6 1.286 1.526 0.211  -0.223
N2 0.792 0.582 -0.758  -0.453
C7 -0.503 0.804 -1.348  -0.239
C8 -1.714 0.630 -0.472  -0.223
C9 -1.935 1.009 0.815  -0.260
C10 -3.234 0.696 1.277  -0.242
C11 -3.996 0.100 0.330  -0.395
S1 -3.142 -0.096 -1.147  0.417
H1 -1.830 -2.866 -1.248  0.504
H2 0.352 -0.951 1.498  0.234
H3 1.084 -2.421 0.836  0.273
H4 1.074 -1.338 -1.452  0.246
H5 4.342 0.198 0.246  0.408
H6 2.998 2.063 -0.985  0.190
H7 3.261 2.245 0.767  0.199
H8 1.092 1.223 1.252  0.174
H9 0.825 2.499 0.039  0.216
H10 -0.595 0.125 -2.201  0.217
H11 -0.502 1.829 -1.744  0.211
H12 -1.201 1.492 1.433  0.218
H13 -3.577 0.905 2.274  0.225
H14 -5.008 -0.244 0.400  0.236